*1*
Density functional theory data (ωB97M-V/def2-TZVPD) for 2 unconnected molecules or ions with the total composition C4H12.

The geometry in XYZ format:
```
16
Properties=species:S:1:pos:R:3:mulliken_spin:R:1
C -1.64514 1.12801 -0.99921 1.387
C -1.36250 0.47409 -2.35677 0.949
H -1.96535 0.46121 -0.19908 -0.491
H -0.79277 1.65070 -0.62154 -0.218
H -2.36489 1.94619 -1.12913 -0.309
H -0.31544 0.20739 -2.47564 -0.456
H -1.72977 1.13619 -3.14279 -0.124
H -1.99348 -0.39894 -2.49990 -0.239
C 1.66645 -0.04930 1.75687 1.512
C 1.35807 -1.54081 1.60263 1.134
H 0.81265 0.44017 2.23910 -0.416
H 2.53294 0.09299 2.40661 -0.365
H 1.81183 0.43979 0.79129 -0.438
H 0.39708 -1.68200 1.10839 -0.287
H 2.17363 -2.05705 1.09213 -0.464
H 1.29083 -1.95943 2.61178 -0.175
```

Computed properties:
- Charge: -1
- HOMO-LUMO gap (spin up / spin down): 2.9 / 12.6 eV
- Multiplicity: 2
- HOMO (spin up / spin down): 1.6 / -8.1 eV

*2*
Density functional theory data (ωB97M-V/def2-TZVPD) for 2 unconnected molecules or ions with the total composition C4H12.

The geometry in XYZ format:
```
16
Properties=species:S:1:pos:R:3:mulliken_spin:R:1
C 1.84457 2.05945 0.93006 0.852
C 0.41884 2.38924 0.49278 -0.386
H 2.11840 2.87991 1.60624 -0.058
H 2.15957 1.05182 1.17055 -0.633
H 2.49263 2.29480 0.06500 -0.124
H -0.22406 1.51503 0.30389 0.944
H 0.39746 2.82079 -0.51579 -0.116
H -0.14291 3.02276 1.16493 -0.241
C -1.28501 -1.62298 -0.26937 1.856
C -1.02811 -2.84958 -1.14403 0.301
H -0.48093 -1.60251 0.47559 -0.192
H -1.05161 -0.67476 -0.77944 -0.151
H -2.21931 -1.44099 0.26152 -0.419
H -0.04963 -3.26643 -0.88542 -0.165
H -1.74646 -3.63948 -0.92354 -0.172
H -0.94455 -2.61252 -2.20662 -0.296
```

Computed properties:
- Charge: -1
- HOMO-LUMO gap (spin up / spin down): 2.8 / 12.0 eV
- Multiplicity: 2
- HOMO (spin up / spin down): 1.5 / -7.6 eV

Which structure loses on stability? *2* does.

*1*
Density functional theory data (ωB97M-V/def2-TZVPD) for 2 unconnected molecules or ions with the total composition C4H12.

The geometry in XYZ format:
```
16
Properties=species:S:1:pos:R:3:mulliken_spin:R:1
C -2.09766 -0.04410 0.37758 0.684
C -2.40347 -1.33573 1.15924 0.842
H -1.83584 0.77242 1.05054 -0.525
H -1.24833 -0.19794 -0.28541 0.210
H -2.94869 0.24314 -0.24301 -0.091
H -3.42018 -1.69503 0.99057 -0.154
H -2.33029 -1.17313 2.23971 -0.111
H -1.68645 -2.12533 0.93729 -0.415
C 1.96437 1.37986 -0.89405 0.801
C 2.49175 -0.02876 -0.68637 1.480
H 0.88897 1.42939 -1.05577 -0.143
H 2.19986 2.06201 -0.07569 -0.321
H 2.45235 1.85982 -1.75223 -0.215
H 1.90697 -0.57186 0.06177 -0.284
H 3.48508 0.02136 -0.21498 -0.280
H 2.58158 -0.59612 -1.60920 -0.477
```

Computed properties:
- Charge: -1
- HOMO-LUMO gap (spin up / spin down): 2.8 / 12.5 eV
- Multiplicity: 2
- HOMO (spin up / spin down): 1.6 / -7.9 eV

*2*
Density functional theory data (ωB97M-V/def2-TZVPD) for 2 unconnected molecules or ions with the total composition C4H12.

The geometry in XYZ format:
```
16
Properties=species:S:1:pos:R:3:mulliken_spin:R:1
C -0.17857 -0.44587 -2.87066 0.923
C -0.41939 -0.59213 -1.26478 1.480
H -1.20728 -0.68130 -3.26566 -0.233
H 0.05409 0.56014 -3.18676 -0.352
H 0.49263 -1.11277 -3.42710 -0.413
H 0.39037 -0.42724 -0.59689 -0.270
H -0.60984 -1.67588 -1.01321 -0.001
H -1.43030 -0.11117 -1.04344 -0.257
C 0.93171 0.83644 2.32561 0.978
C -0.30732 0.26896 1.78941 0.543
H 1.70528 0.92868 1.63163 -0.290
H 0.89378 1.80868 2.84109 -0.231
H 1.50155 0.15566 3.09166 -0.100
H -1.09087 0.40615 2.49864 -0.668
H -0.18896 -0.82234 1.90520 -0.073
H -0.66905 0.56702 0.68736 -0.033
```

Computed properties:
- Charge: -1
- HOMO-LUMO gap (spin up / spin down): 2.8 / 11.7 eV
- Multiplicity: 2
- HOMO (spin up / spin down): 1.5 / -7.3 eV

*3*
Density functional theory data (ωB97M-V/def2-TZVPD) for 2 unconnected molecules or ions with the total composition C4H12.

The geometry in XYZ format:
```
16
Properties=species:S:1:pos:R:3:mulliken_spin:R:1
C 0.68159 -0.15987 1.92430 -0.253
C 1.86931 0.75761 2.00021 0.819
H 0.79836 -1.18613 2.33563 -0.183
H -0.14798 0.19625 2.52874 -0.383
H 0.34603 -0.36281 0.90587 0.865
H 1.87624 1.20969 3.01661 -0.112
H 1.92247 1.67800 1.37126 -0.303
H 2.80411 0.33089 1.67737 -0.316
C -0.56205 -0.61847 -2.28057 1.849
C -1.86683 0.04229 -1.72743 1.136
H 0.35068 -0.05625 -2.06558 0.048
H -0.63606 -1.59066 -1.79762 -0.157
H -0.69082 -0.71137 -3.36095 -1.066
H -2.58736 0.09214 -2.53471 -0.252
H -1.86145 0.94481 -1.10599 -0.395
H -2.29625 -0.56613 -0.88715 -0.298
```

Computed properties:
- Charge: -1
- HOMO-LUMO gap (spin up / spin down): 2.7 / 11.9 eV
- Multiplicity: 2
- HOMO (spin up / spin down): 1.5 / -7.5 eV

Which structure loses on stability? *2* does.

*1*
Density functional theory data (ωB97M-V/def2-TZVPD) for 3 unconnected molecules or ions with the total composition C3H11NO3S.

The geometry in XYZ format:
```
19
Properties=species:S:1:pos:R:3:nbo_charge:R:1
C -0.68752 -0.24572 -1.42936 -0.523
C -1.11244 -1.27140 -0.39399 -0.506
S 0.06654 -2.66940 -0.25938 -0.108
C -1.99199 0.50790 -1.68847 0.684
N -2.09086 1.64599 -0.89540 -0.841
O -2.95668 0.13974 -2.31190 -0.604
H 0.13366 0.33443 -1.00198 0.212
H -0.26409 -0.76483 -2.28876 0.245
H -1.24103 -0.94771 0.63763 0.231
H -2.03642 -1.72848 -0.76941 0.235
H 0.80187 -2.33053 0.84478 0.167
H -1.33877 1.77521 -0.24349 0.386
H -3.01299 2.03516 -0.78035 0.404
H 1.55632 -1.00165 2.77689 0.473
H 2.04227 -0.36782 1.60174 0.481
O 1.20892 -0.76909 1.90304 -0.935
H 4.29168 2.23843 1.47079 0.471
H 2.94146 1.87124 1.67018 0.460
O 3.69007 1.54851 1.15745 -0.930
```

Computed properties:
- Charge: 0
- HOMO-LUMO gap: 8.7 eV
- HOMO: -8.6 eV
- Structure (SMILES): NC(=O)CCS.O.O

*2*
Density functional theory data (ωB97M-V/def2-TZVPD) for 3 unconnected molecules or ions with the total composition C3H11NO3S.

The geometry in XYZ format:
```
19
Properties=species:S:1:pos:R:3:nbo_charge:R:1
O 1.24851 -3.00798 -1.37180 -0.601
C 0.59824 -2.17221 -0.78898 0.534
N 0.92922 -0.85297 -0.84100 -0.644
C 0.67201 0.16073 0.17466 -0.240
C -0.54098 1.09783 -0.10196 -0.510
S -1.34460 1.68611 1.45995 -0.086
H -0.25653 -2.48749 -0.11248 0.120
H 1.67718 -0.74770 -1.52364 0.400
H 1.38726 0.96958 0.16553 0.228
H 0.58793 -0.40159 1.11028 0.215
H -1.19484 0.72615 -0.89355 0.229
H -0.17556 2.10387 -0.35352 0.210
H -2.57420 1.39459 1.03731 0.137
H -0.48690 -0.97193 -3.35684 0.480
H -1.75568 -0.04389 -3.06857 0.470
O -1.43795 -0.93535 -3.23068 -0.948
H 1.44198 2.45952 2.97704 0.469
H 0.67775 1.21677 3.36967 0.475
O 1.53302 1.50201 3.01858 -0.939
```

Computed properties:
- Charge: 0
- HOMO-LUMO gap: 9.9 eV
- HOMO: -9.5 eV
- Structure (SMILES): O=CNCCS.O.O

Which structure loses on stability? *2* does.

*1*
Density functional theory data (ωB97M-V/def2-TZVPD) for a gas-phase ion, C8H22N7 (charge +1).

The geometry in XYZ format:
```
37
Properties=species:S:1:pos:R:3:nbo_charge:R:1
C 0.11978 -3.96401 0.62946 -0.588
C 3.86140 1.15518 -0.67493 -0.604
C 2.47755 2.04872 1.20251 -0.624
C -3.54350 1.59394 0.47108 -0.487
C -2.79502 -0.63800 -1.20444 -0.404
C 0.39057 -2.68571 -0.22911 -0.420
C -0.53555 -1.67236 0.38374 -0.236
C 2.48713 1.68169 -0.25498 -0.038
N -1.29269 2.14710 0.31251 -0.204
N -2.13557 1.10508 0.46237 -0.172
N -0.57271 -0.42024 -0.38595 -0.084
N 0.28504 0.64138 -0.34944 0.230
N -0.27838 1.77213 -0.43334 -0.053
N 1.60755 0.53445 -0.43939 -0.391
N -1.71597 0.27762 -0.71735 -0.117
H 0.35193 -3.62451 1.60532 0.200
H -0.85215 -4.38790 0.57883 0.215
H 0.73529 -4.70920 0.41607 0.220
H 4.14469 0.29703 -0.22581 0.215
H 3.83840 0.91593 -1.68822 0.217
H 4.54057 1.82288 -0.33728 0.233
H 2.89941 1.29036 1.70971 0.215
H 1.56608 2.43750 1.50125 0.218
H 3.10498 2.81242 1.48770 0.231
H -3.66569 1.96363 -0.62368 0.203
H -4.29434 0.89954 1.00161 0.259
H -3.60094 2.45258 1.17864 0.247
H -3.22695 -1.10464 -0.43601 0.190
H -3.41616 0.08409 -1.60153 0.225
H -2.27057 -1.23439 -1.84407 0.225
H 0.01828 -3.03387 -1.17717 0.226
H 1.48316 -2.31205 -0.15121 0.215
H -1.64309 -1.95625 0.29151 0.232
H -0.28793 -1.37443 1.37868 0.225
H 1.99573 2.42647 -0.78269 0.215
H -1.63256 2.98119 -0.06146 0.378
H 1.85221 -0.22333 -0.99292 0.390
```

Computed properties:
- Charge: +1
- HOMO-LUMO gap: 8.8 eV
- HOMO: -12.0 eV
- Structure (SMILES): CCCn1n(C)n(C)[nH]n[n+]1NC(C)C

*2*
Density functional theory data (ωB97M-V/def2-TZVPD) for a gas-phase ion, C8H22N7 (charge +1).

The geometry in XYZ format:
```
37
Properties=species:S:1:pos:R:3:nbo_charge:R:1
C 2.12348 2.88367 -0.57966 -0.620
C -3.36190 -1.26501 -0.42134 -0.624
C -3.75985 0.74617 1.10163 -0.633
C 1.81443 -2.93777 -0.48756 -0.454
C 2.16142 -0.61338 -1.78748 -0.430
C 0.93905 2.68396 0.35464 -0.402
C 0.99059 1.25332 0.98112 -0.279
C -2.81089 -0.38182 0.63932 -0.057
N 1.82106 -1.85458 1.56686 -0.359
N 1.72120 -1.70154 0.33146 0.204
N 0.88970 0.29346 -0.06656 -0.233
N -0.52458 -0.49086 0.03496 0.239
N -0.37580 -1.62257 0.20024 -0.230
N -1.56715 0.24689 0.12886 -0.414
N 1.84114 -0.59264 -0.37724 -0.063
H 2.28480 4.02269 -0.78986 0.241
H 3.07972 2.61901 -0.04963 0.206
H 2.13413 2.30315 -1.46574 0.203
H -4.08045 -0.73731 -1.20660 0.214
H -2.70419 -1.85783 -0.93085 0.228
H -4.00230 -1.97917 0.02270 0.234
H -4.50955 0.76513 0.30281 0.226
H -3.39493 1.73799 1.29491 0.229
H -4.30629 0.43309 2.07521 0.243
H 2.86978 -3.12400 -0.83767 0.243
H 1.55291 -3.79120 0.29174 0.291
H 1.18182 -2.81924 -1.42316 0.242
H 2.49773 0.29559 -2.08141 0.240
H 2.95367 -1.21311 -2.12992 0.236
H 1.33916 -0.97107 -2.42059 0.212
H 0.00785 2.70214 -0.26298 0.181
H 0.83285 3.56555 1.02659 0.238
H 1.96469 1.19555 1.53718 0.223
H 0.34808 1.05990 1.89939 0.223
H -2.53501 -0.97333 1.51995 0.221
H 2.06882 -1.11372 2.13684 0.359
H -1.48518 1.23290 -0.12814 0.423
```

Computed properties:
- Charge: +1
- HOMO-LUMO gap (spin up / spin down): 8.4 / 8.4 eV
- HOMO (spin up / spin down): -12.4 / -12.4 eV

Which structure loses on stability? *1* does.